ORCA calculation (the ωB97M-V functional and the def2-TZVPD basis) on a 2-piece molecular cluster, CHCl3S overall.

Geometry (Å):
S: 0.36361 -1.95974 -0.13966
C: 1.17238 -0.62048 0.40581
Cl: 1.40735 0.84651 -0.35745
H: 1.69209 -0.49701 1.27806
Cl: -2.55628 1.86781 0.07828
Cl: -2.07916 0.36291 -1.26504

Atoms 1-2, force components in eV/Å:
S 1.23 2.00 0.85
C -1.95 -2.51 -2.20

Properties
* structure (SMILES): S=CCl.ClCl
* Kohn-Sham gap: 0.29086 Ha
* total energy: -1817.39120 a.u.
* F_max: 3.86 eV/A
* relative energy (zero: lowest compared OMol25 entry of this formula, charge and spin): 136.5 kJ/mol

Here are the Löwdin charges for atoms 1 to 5, given in e: number 1, S, carries 0.582; number 2, C, carries -1.163; number 3, Cl, carries 0.612; number 4, H, carries -0.046; number 5, Cl, carries 0.012



ORCA calculation (the ωB97M-V functional and the def2-TZVPD basis) on one molecule with the formula C4H10O2.

Geometry (Å):
C: 0.27057 -1.90224 -0.45409
O: 0.94498 -0.67965 -0.33403
C: -0.02868 0.29362 -0.24432
C: -1.36663 -0.23136 0.94205
C: 0.70690 1.63031 0.05653
O: 1.42429 2.20726 -1.03019
H: -0.20194 -2.00769 -1.44263
H: 0.97461 -2.71357 -0.25717
H: -0.55779 -1.74396 0.27534
H: -0.58058 0.38313 -1.19612
H: -1.82189 -1.21391 1.29363
H: -2.24148 0.24718 0.51308
H: -1.07293 0.20552 1.88934
H: -0.03184 2.38496 0.32147
H: 1.38364 1.47225 0.90795
H: 2.19876 1.66817 -1.24085

Atoms 1-2, force components in eV/Å:
C -0.31 -0.35 0.09
O 0.05 0.07 -0.02

Properties
* structure (SMILES): CO[C@@H](C)CO
* Kohn-Sham gap: 0.39988 Ha
* total energy: -308.78098 a.u.
* F_max: 2.10 eV/A
* relative energy (zero: lowest compared OMol25 entry of this formula, charge and spin): 307.7 kJ/mol

Here are the Löwdin charges for atoms 1 to 5, given in e: number 1, C, carries -0.113; number 2, O, carries -0.165; number 3, C, carries -0.272; number 4, C, carries -0.029; number 5, C, carries -0.214



ORCA calculation (the ωB97M-V functional and the def2-TZVPD basis) on a 4-piece molecular cluster, C14H17N6O7 overall.

Geometry (Å):
O: 4.80106 -1.79363 0.63228
C: 4.06927 -0.86716 0.00825
O: 4.77543 0.02648 -0.96901
C: 2.46146 -0.60062 0.18767
C: 2.02569 0.68186 1.15011
C: 0.40995 0.99819 1.31203
C: -0.67796 0.04980 0.52623
C: -0.28396 -1.25820 -0.42023
C: 1.33408 -1.57176 -0.57290
C: -1.46445 -2.14550 -1.18256
O: -1.13229 -3.06615 -2.10793
C: -3.03005 -1.79898 -0.76801
C: -3.45726 -0.63910 0.07300
C: -2.31054 0.39169 0.64751
O: -2.73903 1.53770 1.19590
H: 2.85722 1.33514 1.66747
H: 0.06548 1.92389 1.96799
H: 1.72294 -2.47568 -1.21378
H: -3.87653 -2.51643 -1.18370
H: -4.59361 -0.44942 0.33558
C: -5.92331 -0.67076 -2.76509
O: -5.75726 -0.71189 -1.55626
N: -7.07142 -0.25267 -3.32785
N: -4.97295 -1.03987 -3.64271
H: -7.22702 -0.21177 -4.32088
H: -7.81300 0.03426 -2.70233
H: -4.09303 -1.36111 -3.26068
H: -5.09090 -1.01300 -4.64148
C: 8.99043 -0.25838 -2.06183
O: 10.17890 -0.02222 -1.91246
N: 8.03815 0.27666 -1.27662
N: 8.52664 -1.07490 -3.02507
H: 7.05470 0.09418 -1.38398
H: 8.34480 0.89723 -0.53879
H: 9.21054 -1.49863 -3.63835
H: 7.55185 -1.28156 -3.16386
C: -2.16311 2.29938 5.16145
O: -1.10103 1.72771 4.97246
N: -2.91308 2.79109 4.15874
N: -2.67863 2.48884 6.38945
H: -3.79011 3.26479 4.29446
H: -2.56092 2.66965 3.21811
H: -2.14554 2.13384 7.17252
H: -3.55159 2.95707 6.56518

Atoms 1-2, force components in eV/Å:
O -4.86 4.15 -2.39
C 6.20 0.16 -2.14

Properties
* total charge: -1
* Kohn-Sham gap: 0.20145 Ha
* total energy: -1398.62991 a.u.
* F_max: 8.10 eV/A

Here are the Löwdin charges for atoms 1 to 5, given in e: number 1, O, carries -0.136; number 2, C, carries -0.453; number 3, O, carries -0.298; number 4, C, carries -0.022; number 5, C, carries 0.021



ORCA calculation (the ωB97M-V functional and the def2-TZVPD basis) on C25H29CeCl2N4OS as an isolated structure.

Geometry (Å):
Ce: 0.07250 -1.05529 0.31800
Cl: 0.76298 -0.47764 -4.51825
C: 1.67121 0.37430 -3.33408
C: 2.66187 1.27767 -3.73411
C: 3.36475 1.98897 -2.80305
Cl: 4.53065 3.14618 -3.31223
C: 3.13789 1.77497 -1.42058
C: 3.87158 2.41713 -0.40614
C: 3.59771 2.15578 0.91159
C: 2.58434 1.25152 1.22016
N: 1.86121 0.61856 0.30838
C: 2.12173 0.86298 -1.02442
C: 1.34238 0.17979 -2.00324
O: 0.29001 -0.56874 -1.65393
H: 2.85391 1.41659 -4.78925
H: 4.65809 3.10496 -0.68549
H: 4.15145 2.63162 1.70770
H: 2.36287 1.02482 2.25737
N: 0.77624 -3.30531 0.76066
C: 1.06669 -4.40498 0.96875
C: 1.42971 -5.73513 1.24247
C: 2.15609 -5.98231 2.42074
C: 2.52579 -7.27449 2.72718
C: 2.18130 -8.32005 1.87687
C: 1.46463 -8.07325 0.71124
C: 1.08401 -6.78790 0.38514
H: 2.41679 -5.16272 3.07694
H: 3.08553 -7.46584 3.63212
H: 2.47284 -9.33126 2.12569
H: 1.20151 -8.88854 0.05192
H: 0.52339 -6.59450 -0.51949
C: -1.11087 3.30891 -2.14024
C: -2.53840 3.80515 -2.31949
C: -3.55868 2.72364 -2.69570
C: -4.09429 1.88059 -1.53616
N: -3.23315 0.76294 -1.09470
C: -2.98017 0.39254 0.14308
S: -2.64444 -1.28377 0.49252
N: -3.09619 1.23281 1.18506
C: -2.44124 2.53864 1.29728
C: -0.93505 2.39648 1.57254
C: -0.54668 1.99625 3.00051
C: -0.78287 0.52779 3.37256
H: -0.45581 4.13255 -1.84736
H: -0.74451 2.90970 -3.08502
H: -1.03216 2.52149 -1.39279
H: -2.52403 4.54869 -3.11745
H: -2.87937 4.33073 -1.42260
H: -3.14698 2.06158 -3.46429
H: -4.42300 3.22086 -3.13615
H: -5.02650 1.40784 -1.85316
H: -4.33429 2.50609 -0.68031
H: -3.05981 0.06053 -1.79978
H: -3.15310 0.73745 2.05955
H: -2.92643 3.07836 2.10956
H: -2.58871 3.11009 0.38461
H: -0.46501 3.35566 1.34634
H: -0.51048 1.66355 0.86386
H: -1.08074 2.63090 3.71029
H: 0.51426 2.21803 3.12585
H: -1.82831 0.29391 3.56172
H: -0.23465 0.28098 4.28080
H: -0.42001 -0.14887 2.58039

Atoms 1-2, force components in eV/Å:
Ce -0.59 -0.68 1.32
Cl 0.06 0.08 -0.06

Properties
* <S²>: 0.75
* total charge: +2
* Kohn-Sham gap (alpha / beta): 0.27840 / 0.27903 Ha
* total energy: -3057.61466 a.u.
* F_max: 1.60 eV/A
* spin multiplicity: 2
* relative energy (zero: lowest compared OMol25 entry of this formula, charge and spin): 18.0 kJ/mol

Here are the Löwdin charges for atoms 1 to 5, given in e: number 1, Ce, carries 1.161; number 2, Cl, carries 0.784; number 3, C, carries -0.569; number 4, C, carries -0.089; number 5, C, carries -0.589



ORCA calculation (the ωB97M-V functional and the def2-TZVPD basis) on C35H39CeN6O5 as an isolated structure.

Geometry (Å):
Ce: -0.46375 0.10290 -0.21755
C: 3.49877 -1.13006 0.61505
C: 2.73894 -2.00535 -0.42676
C: 2.39591 -1.40677 -1.78798
N: 1.29715 -0.42383 -1.90058
C: 1.31195 0.26839 -3.06217
C: 1.94493 -0.25914 -4.24319
C: 2.36517 0.41866 -5.37375
C: 2.32259 1.77497 -5.67682
C: 1.68696 2.77184 -4.94226
C: 0.83181 2.63468 -3.85684
C: 0.47528 1.45392 -3.10885
N: -0.52843 1.40774 -2.24094
C: -1.44802 2.52061 -2.13825
C: -0.96385 3.69363 -1.26226
C: 0.30796 3.58366 -0.43269
N: 0.59625 2.31904 0.23227
C: 1.57148 2.36784 1.15312
C: 2.67615 3.26652 1.03742
C: 3.55698 3.70013 2.00254
C: 3.58747 3.39651 3.36825
C: 2.75762 2.51796 4.05211
C: 1.84701 1.58568 3.53478
C: 1.53111 1.32374 2.17409
N: 0.98069 0.17712 1.76026
C: 1.51139 -1.06980 2.34809
C: 3.02095 -1.26082 2.06798
H: 4.57463 -1.38190 0.58568
H: 3.47024 -0.05435 0.32740
H: 3.30306 -2.95165 -0.61009
H: 1.80498 -2.42856 0.02735
H: 3.30536 -0.93865 -2.20090
H: 2.16410 -2.22980 -2.50290
H: 2.27176 -1.28844 -4.12092
H: 2.76587 -0.21612 -6.16991
H: 2.88548 2.06657 -6.54186
H: 1.86435 3.78851 -5.27785
H: 0.32453 3.55688 -3.54923
H: -1.66712 2.87909 -3.18092
H: -2.40832 2.13223 -1.74665
H: -0.83882 4.60297 -1.88734
H: -1.79598 3.91971 -0.56248
H: 1.21800 3.87092 -0.98726
H: 0.21592 4.33253 0.40561
H: 2.75469 3.70230 0.05322
H: 4.32161 4.37641 1.64667
H: 4.32191 3.92287 3.98329
H: 2.80439 2.56112 5.14581
H: 1.46924 0.85541 4.23392
H: 1.38848 -1.04764 3.45223
H: 0.91293 -1.89719 1.95322
H: 3.60907 -0.54658 2.68822
H: 3.31285 -2.24873 2.46642
O: -3.93603 3.08032 1.76952
C: -3.26403 2.03044 1.28055
O: -2.09395 1.74969 1.54446
C: -4.13562 1.16022 0.35597
O: -3.34426 0.28697 -0.38713
C: -3.99640 -0.59250 -1.30387
C: -2.99607 -1.56173 -1.88640
O: -3.37557 -2.54576 -2.51747
O: -1.72314 -1.25898 -1.64115
H: -3.37471 3.63970 2.35179
H: -4.71393 1.84247 -0.28371
H: -4.87850 0.61700 0.99019
H: -4.43942 -0.02866 -2.16794
H: -4.77691 -1.19223 -0.81914
N: -0.42201 -3.52235 -0.61664
C: -1.17380 -4.06308 0.42908
C: -1.32451 -5.46364 0.49524
C: -2.18521 -6.05951 1.40175
C: -2.80063 -5.28807 2.36894
C: -2.57954 -3.89708 2.43590
C: -3.23985 -3.08997 3.39833
C: -2.95411 -1.74364 3.43330
C: -2.01049 -1.22258 2.52561
N: -1.52984 -1.89263 1.46893
C: -1.75317 -3.24707 1.43473
H: -0.95213 -2.79631 -1.17092
H: -0.13737 -4.28335 -1.23741
H: -0.78495 -6.06727 -0.21084
H: -2.34178 -7.12514 1.33899
H: -3.53033 -5.72351 3.02070
H: -3.94137 -3.55395 4.05875
H: -3.35880 -1.06035 4.17136
H: -1.69527 -0.19516 2.66268

Atoms 1-2, force components in eV/Å:
Ce -0.26 -0.43 0.05
C -0.01 0.53 -0.61

Properties
* <S²>: 0.75
* Kohn-Sham gap (alpha / beta): 0.23407 / 0.23434 Ha
* total energy: -2537.02877 a.u.
* F_max: 2.65 eV/A
* spin multiplicity: 2
* relative energy (zero: lowest compared OMol25 entry of this formula, charge and spin): 0.0 kJ/mol

Here are the Löwdin charges for atoms 1 to 5, given in e: number 1, Ce, carries 1.231; number 2, C, carries -0.187; number 3, C, carries -0.182; number 4, C, carries -0.238; number 5, N, carries -0.056



ORCA calculation (the ωB97M-V functional and the def2-TZVPD basis) on C21H31EuN7OS2 as an isolated structure.

Geometry (Å):
Eu: 0.23781 -0.06432 0.29102
C: -1.26255 2.84152 1.17384
C: -0.36803 2.79242 2.41601
N: 0.55795 1.64715 2.37519
C: 0.59832 0.86332 3.60969
C: -0.71213 0.10072 3.83509
N: -1.18268 -0.55947 2.60954
C: -2.60167 -0.33506 2.31603
C: -2.85549 1.09932 1.83846
N: -1.83405 1.52397 0.87714
H: -2.04177 3.60180 1.33057
H: -0.66785 3.14499 0.31415
H: 0.17334 3.73871 2.47920
H: -0.98420 2.71845 3.31563
H: 1.48221 2.00370 2.17093
H: 1.41560 0.14328 3.51367
H: 0.79701 1.48131 4.49774
H: -0.54630 -0.62461 4.63712
H: -1.48068 0.78993 4.19069
H: -1.04013 -1.55684 2.69935
H: -2.87604 -1.02641 1.52107
H: -3.24409 -0.54382 3.18408
H: -3.86052 1.14510 1.40975
H: -2.85133 1.77677 2.69550
H: -2.21740 1.54569 -0.06133
S: -0.88697 0.50382 -2.07953
C: -0.31351 2.16286 -2.37171
C: -1.03416 2.90514 -3.31894
C: -0.71617 4.21537 -3.62569
C: 0.35096 4.82583 -2.98199
C: 1.08725 4.10882 -2.05624
C: 0.78981 2.77636 -1.73387
S: 1.84012 2.00619 -0.52332
H: -1.86477 2.41354 -3.80973
H: -1.29995 4.75414 -4.36318
H: 0.60726 5.85561 -3.20241
H: 1.92900 4.57023 -1.55545
N: 1.34730 -4.45235 0.56983
C: 2.39077 -4.20969 1.42586
C: 2.18425 -2.94827 1.89686
N: 1.05279 -2.41235 1.34576
C: 0.56718 -3.34300 0.54277
C: -0.62895 -3.14791 -0.24373
N: -1.32020 -2.02459 -0.18945
C: -2.35498 -2.16917 -1.07341
C: -2.29608 -3.39537 -1.66269
N: -1.19337 -4.01105 -1.12678
H: 1.21951 -5.29039 0.03335
H: 3.15855 -4.93659 1.62346
H: 2.78898 -2.39744 2.59793
H: -3.04926 -1.36666 -1.25572
H: -2.91621 -3.86746 -2.40380
H: -0.86167 -4.92190 -1.38561
C: 2.35109 -0.27686 -3.20838
C: 2.36228 -1.44481 -2.29789
C: 3.18051 -2.62623 -2.73973
O: 1.75136 -1.50324 -1.23537
H: 2.95164 -0.43591 -4.10391
H: 2.70586 0.59686 -2.65051
H: 1.31585 -0.04274 -3.46953
H: 4.20652 -2.29852 -2.91762
H: 2.79199 -2.99583 -3.69134
H: 3.17008 -3.42407 -1.99842

Atoms 1-2, force components in eV/Å:
Eu 0.34 0.04 1.26
C 0.04 -0.03 0.12

Properties
* <S²>: 15.76
* Kohn-Sham gap (alpha / beta): 0.18199 / 0.20210 Ha
* total energy: -2784.14497 a.u.
* F_max: 1.30 eV/A
* spin multiplicity: 8
* relative energy (zero: lowest compared OMol25 entry of this formula, charge and spin): 40.6 kJ/mol

Here are the Löwdin charges for atoms 1 to 5, given in e: number 1, Eu, carries 1.183; number 2, C, carries -0.208; number 3, C, carries -0.193; number 4, N, carries -0.165; number 5, C, carries -0.219